Entry 1:
97
Properties=species:S:1:pos:R:3:forces:R:3 method="wB97M-V/def2-TZVPD" largest_force_ev_per_a=8.149 charge=+1 lumo_ev=-4.95
C -1.292274 -0.560690 -3.987677 0.4 -0.7 0.4
C -2.580048 -1.373243 -4.383807 1.6 -0.7 0.5
N -3.437842 -0.729665 -5.413966 -0.7 -0.3 0.9
N -3.530366 0.658555 -5.270309 -0.3 2.9 0.3
C -4.209584 1.274929 -4.203966 -0.4 1.8 0.9
C -4.981282 0.465938 -3.076394 -0.4 0.4 -1.2
C -6.509948 0.901194 -2.994516 -0.1 -0.2 -0.2
F -6.715597 1.801169 -1.926677 0.4 -0.7 -1.0
C -4.261129 2.739338 -4.055110 1.5 -0.9 -2.3
C -3.578689 3.560206 -5.059777 0.0 -3.2 0.6
S -3.601414 5.390722 -4.859854 -2.4 2.0 -2.3
O -3.372984 5.967457 -6.177842 0.9 -1.2 1.6
O -4.828402 5.845763 -4.229702 1.7 -1.4 0.3
C -2.151118 5.745818 -3.717795 1.4 -1.2 0.5
F -2.057486 7.040920 -3.389187 -0.1 -2.0 -0.5
F -2.271482 4.933482 -2.614243 -0.1 1.5 -1.2
F -1.032111 5.287724 -4.384905 -1.4 1.1 0.8
C -2.918780 2.885001 -6.176784 -0.8 -0.4 1.4
C -2.902116 1.415570 -6.269303 0.0 1.5 -0.1
C -2.194155 0.726039 -7.438265 1.2 0.0 -0.2
I -3.168354 -0.785770 -8.666102 -0.1 1.0 1.0
C -0.890333 1.042536 -7.765788 -0.8 0.2 0.7
C -0.039443 2.138085 -7.023879 -0.4 -0.3 -1.1
I 0.150133 0.036666 -9.380751 -0.4 0.9 1.1
H -0.907514 -1.035875 -3.037674 -0.5 0.6 -0.9
H -0.447490 -0.676903 -4.727070 -1.1 0.3 0.5
H -1.462994 0.517458 -3.741156 0.1 -0.9 -0.2
H -2.209731 -2.338598 -4.838707 -0.6 1.0 0.4
H -3.113615 -1.662330 -3.441204 0.2 0.5 -0.8
H -4.409776 -1.058710 -5.328958 0.6 -0.1 -0.3
H -4.986280 -0.616457 -3.350077 0.3 0.9 0.6
H -4.535020 0.673962 -2.063481 -0.1 -0.5 -1.1
H -7.157927 -0.006088 -2.832614 0.7 0.9 0.1
H -6.870680 1.390642 -3.937425 0.4 -0.3 0.8
H -4.792387 3.218591 -3.202585 0.4 -0.6 -0.7
H -2.425465 3.526241 -6.949522 -0.6 -0.9 0.7
H -0.350604 3.127888 -7.472398 0.5 -0.9 0.6
H 1.042086 1.988838 -7.278532 -1.0 0.1 0.5
H -0.238379 2.126594 -5.923629 0.3 0.0 -0.9
O -1.409358 0.310737 -0.382215 2.1 -3.5 -1.1
P -1.295680 -0.087222 1.085243 -3.1 7.1 2.3
N -2.980082 0.070428 1.348288 -1.9 -0.9 0.2
C -3.665722 1.170496 1.987167 0.4 0.2 0.4
C -3.848586 -0.803497 0.568460 0.4 -0.2 -0.1
N -0.440777 1.323775 1.572647 0.6 0.2 -0.4
C -0.811313 2.231075 2.645151 0.2 -0.2 0.7
C 0.264739 2.075920 0.538414 0.0 -0.2 -0.3
N -1.094063 -0.662292 2.744318 1.4 -2.8 -1.8
C 0.281537 -1.202167 2.926150 0.6 0.2 0.3
C -2.003877 -1.694620 3.263666 -0.7 0.0 0.1
H -3.293901 1.334872 3.000601 0.1 0.2 -0.1
H -4.730242 0.966959 2.126064 0.1 -0.2 -0.2
H -3.579020 2.099626 1.410628 0.0 0.1 0.1
H -3.849849 -1.814213 0.995514 -0.1 -0.1 -0.1
H -3.525210 -0.883304 -0.476061 0.1 0.0 0.0
H -4.887112 -0.467264 0.549674 0.1 0.2 0.2
H -1.576173 2.947479 2.327561 0.0 0.0 0.0
H 0.058034 2.808261 2.975951 0.0 0.0 -0.2
H -1.157036 1.712862 3.538518 -0.1 -0.1 -0.2
H -0.426340 2.696181 -0.045993 0.1 0.0 -0.1
H 0.793717 1.406178 -0.138911 -0.2 0.1 0.0
H 1.025054 2.729447 0.973882 -0.2 -0.1 0.2
H 0.435433 -2.100171 2.321260 0.0 -0.1 0.2
H 0.471261 -1.447040 3.972212 -0.1 0.0 -0.1
H 1.038326 -0.473672 2.636020 -0.2 0.1 -0.1
H -2.039766 -2.571428 2.611291 0.0 -0.1 0.2
H -3.015895 -1.314884 3.401655 0.1 0.1 -0.3
H -1.685522 -2.018495 4.257311 0.3 0.1 -0.2
O 3.429663 -2.269672 3.952820 0.7 -0.4 -4.0
P 4.945531 -2.452874 3.994971 -0.3 0.9 8.1
N 4.905548 -3.807505 5.046009 0.0 -1.7 0.1
C 5.185434 -3.819208 6.463829 0.4 0.5 0.1
C 4.208733 -4.998350 4.573332 -0.1 0.2 -0.6
N 5.249640 -0.993082 4.856657 -0.1 0.7 -0.3
C 6.019298 -0.856994 6.081210 0.7 0.1 -0.1
C 4.209517 0.032527 4.834520 -0.3 -0.1 -0.2
N 6.702924 -2.627089 3.868597 -0.7 -0.1 -3.5
C 7.216904 -1.751295 2.783365 0.3 0.6 0.0
C 7.277664 -3.957772 3.619664 0.0 -0.6 0.3
H 6.186070 -3.434687 6.674388 -0.1 0.2 0.1
H 5.200648 -4.832635 6.871255 -0.2 0.0 -0.3
H 4.445634 -3.244837 7.033620 0.1 0.0 0.1
H 4.832202 -5.538381 3.849001 -0.1 -0.2 -0.1
H 3.263822 -4.751384 4.079737 0.0 0.0 0.0
H 3.970273 -5.698265 5.374667 0.1 0.2 0.1
H 5.428601 -1.117365 6.965363 0.0 0.0 0.0
H 6.357360 0.176704 6.208319 -0.2 0.0 -0.1
H 6.933096 -1.449594 6.075745 -0.2 -0.2 -0.1
H 3.396054 -0.208596 5.529293 -0.1 0.1 -0.1
H 3.794119 0.145516 3.833457 -0.1 -0.1 0.1
H 4.613240 1.011188 5.107819 0.2 -0.2 0.1
H 6.852850 -2.081569 1.805237 0.2 -0.1 0.0
H 8.308626 -1.746356 2.768697 -0.1 -0.2 0.1
H 6.901610 -0.716898 2.923710 -0.1 -0.1 0.2
H 6.832930 -4.436231 2.742503 0.2 -0.1 0.0
H 7.163462 -4.618266 4.478252 -0.3 0.2 0.0
H 8.356551 -3.884057 3.461128 -0.1 0.3 -0.2

=====

Entry 2:
87
Properties=species:S:1:pos:R:3:forces:R:3 method="wB97M-V/def2-TZVPD" smiles="CC(C)=N[PH3]N=C=S.CC(C)=O.CC(C)=O.CC(C)=O.CC(C)=O.CC(C)=O.CC(C)=O.CC(C)=O" largest_force_ev_per_a=1.319 lumo_ev=0.39
C -0.811653 -2.925734 0.531560 0.5 -0.8 -0.4
C 0.645268 -2.580187 0.394298 0.5 -0.2 -0.2
C 1.138565 -2.157803 -0.978783 -0.5 0.0 0.0
N 1.428543 -2.677323 1.392284 -0.8 0.7 0.8
P 2.411626 -1.452911 2.084872 0.2 -0.9 -1.0
N 3.514218 -0.088478 2.920815 -0.3 0.2 0.3
C 3.030450 0.789132 3.565253 0.3 -0.1 -0.3
S 2.340619 1.961162 4.382356 -0.1 0.1 0.1
H -1.343191 -2.065825 0.938168 -0.1 0.0 0.0
H -0.909090 -3.781714 1.197388 -0.1 0.2 0.2
H -1.246970 -3.190106 -0.430264 -0.2 0.1 0.0
H 0.399102 -2.438643 -1.726962 0.0 0.1 -0.1
H 1.287824 -1.078365 -1.058775 0.2 0.0 0.0
H 2.049987 -2.694948 -1.223897 0.2 0.2 0.1
H 2.586503 -0.691752 0.926264 0.2 0.2 0.0
H 3.392654 -2.336110 2.500604 0.1 0.0 0.2
H 1.401579 -1.047925 2.946430 0.0 0.1 0.1
C -6.007785 -1.144549 1.180035 0.0 -0.2 -0.1
C -4.532542 -0.938772 0.934021 -0.1 0.0 0.0
C -4.018395 0.463995 1.122044 0.3 -0.2 -0.1
O -3.810817 -1.853478 0.604396 0.0 0.0 0.0
H -6.264175 -2.188443 1.015179 0.0 0.0 0.0
H -6.257062 -0.864857 2.204774 0.0 0.1 0.0
H -6.588899 -0.512237 0.507303 0.0 0.1 0.1
H -4.204820 0.796646 2.143117 -0.1 0.1 0.0
H -4.537564 1.145304 0.449565 -0.1 0.1 0.1
H -2.949213 0.493525 0.920178 0.0 0.0 0.0
C 1.315653 -3.149985 -5.693254 0.1 -0.1 0.1
C 1.960723 -2.281479 -4.640790 0.0 0.0 -0.1
C 1.831241 -0.791827 -4.820281 0.1 -0.1 0.2
O 2.551292 -2.761620 -3.698886 -0.1 0.0 -0.1
H 1.476977 -4.198098 -5.453322 0.0 0.0 0.0
H 0.244107 -2.948367 -5.738583 0.0 0.1 -0.1
H 1.745542 -2.932277 -6.672249 -0.1 0.1 0.0
H 0.782105 -0.496159 -4.834315 0.0 0.0 -0.1
H 2.279922 -0.485889 -5.766362 -0.1 0.0 -0.1
H 2.334853 -0.281706 -4.002098 0.0 0.0 0.0
C 6.665993 -5.413314 -1.606649 0.2 0.0 -0.2
C 6.520601 -4.273784 -2.589761 -0.1 0.0 0.1
C 5.274702 -3.432858 -2.462655 0.2 0.1 -0.1
O 7.359461 -4.051455 -3.431406 0.0 0.0 0.0
H 7.597610 -5.942300 -1.793038 0.0 0.0 0.0
H 6.677157 -5.023711 -0.587161 -0.1 0.0 0.0
H 5.832044 -6.108962 -1.713490 -0.1 0.1 0.1
H 5.234306 -2.975551 -1.471395 -0.1 -0.1 0.0
H 4.384729 -4.046202 -2.600021 0.0 0.0 0.1
H 5.279449 -2.650948 -3.216745 0.0 0.0 0.0
C 8.793506 -6.085294 2.952079 0.0 -0.1 -0.1
C 9.121093 -5.554620 1.576084 0.0 0.0 0.0
C 8.966908 -4.067137 1.358898 0.0 -0.1 -0.2
O 9.489982 -6.285998 0.688641 0.0 0.0 0.0
H 8.945206 -7.161588 2.969818 0.0 0.0 0.0
H 9.437188 -5.617887 3.699129 -0.1 0.1 0.0
H 7.755120 -5.863204 3.204360 0.0 0.1 0.0
H 9.617657 -3.515690 2.039266 -0.1 0.0 0.1
H 7.934548 -3.763659 1.543862 0.0 0.0 0.1
H 9.234387 -3.826085 0.332546 0.0 0.0 0.0
C -6.753934 2.960020 3.844035 0.0 -0.2 -0.1
C -6.488960 3.446948 2.440401 0.0 0.0 0.1
C -6.637278 4.927787 2.211217 0.1 -0.1 -0.3
O -6.173751 2.686077 1.552628 -0.1 0.0 0.0
H -6.617370 1.881600 3.889737 0.0 0.0 0.0
H -6.071988 3.446439 4.542598 -0.1 0.1 0.0
H -7.772336 3.213524 4.140825 0.0 0.1 0.1
H -5.952922 5.474791 2.859172 -0.1 0.0 0.1
H -7.652352 5.239755 2.454492 0.0 0.0 0.1
H -6.421618 5.159984 1.170379 0.0 0.0 0.0
C 1.239864 4.157173 -4.945374 -0.1 -0.1 0.1
C 1.152225 3.001426 -5.912303 0.0 0.1 0.0
C 1.858715 3.171794 -7.235892 -0.1 -0.2 0.0
O 0.547913 1.990324 -5.640775 0.0 0.0 0.0
H 0.695651 3.914668 -4.036170 0.0 0.0 0.0
H 2.283093 4.362128 -4.699285 0.0 0.1 -0.1
H 0.812254 5.055008 -5.394625 0.1 0.0 0.0
H 2.924491 3.340839 -7.073099 0.0 0.1 0.0
H 1.453941 4.033519 -7.769037 0.1 0.0 0.0
H 1.722915 2.278429 -7.840452 0.0 0.0 0.0
C -9.762901 6.802091 5.478699 0.1 -0.2 -0.1
C -8.297533 7.078919 5.245426 0.0 0.1 0.0
C -7.825007 8.487895 5.506421 0.1 -0.1 0.0
O -7.540081 6.214849 4.867679 0.0 0.0 0.1
H -9.978747 5.759531 5.258295 0.0 0.0 0.0
H -10.023244 7.012803 6.517154 0.0 0.1 0.0
H -10.372170 7.441372 4.837644 0.0 0.1 0.1
H -8.014690 8.760249 6.545905 -0.1 0.0 0.0
H -8.363544 9.188485 4.866105 -0.1 0.0 0.1
H -6.759462 8.559621 5.303752 0.0 0.0 0.0

=====

Number 1: electronic energy -103331.9459 eV. Number 2: electronic energy -64186.5900 eV.